DFT (ωB97M-V/def2-TZVPD) results for an isolated ion of composition C27H47N2O5 and charge +1 at a distorted geometry.

Results
- frontier orbital gap (eV) = 6.952
- energy (eV) = -41967.2494
- charge = +1
- ΔE to the lowest compared entry with this formula, charge and spin (kcal per mole) = 121.28
- E_HOMO (eV) = -11.25
- SMILES = COCCCCCCCCCC[n+]1c(CCCCCCCCOC)cc(COO)cc1OC#N

Atoms and positions in Å:
C: -2.8922 -2.4566 3.3514
O: -2.6822 -3.6392 2.6257
C: -1.4497 -4.2718 2.9200
C: -0.2516 -3.5148 2.3374
C: 0.5385 -4.2877 1.2767
C: 1.8155 -3.5048 0.9143
C: 2.2406 -3.6274 -0.5477
C: 3.1720 -2.4684 -0.9730
C: 2.6908 -1.7150 -2.2117
C: 3.3640 -0.3496 -2.3923
C: 2.4726 0.8425 -1.9627
C: 3.3332 1.8326 -1.1716
N: 2.6016 2.8088 -0.3085
C: 1.9388 2.4426 0.8210
C: 1.8217 1.0079 1.2595
C: 0.3492 0.6175 1.4944
C: -0.5241 0.6727 0.2353
C: -0.6691 -0.6751 -0.4602
C: -1.2441 -0.5701 -1.8684
C: -2.7247 -0.1341 -1.8508
C: -3.6716 -1.1138 -2.5396
C: -5.0739 -1.0577 -1.9412
O: -5.6223 0.2444 -1.9704
C: -5.6123 0.9582 -0.7526
C: 1.3490 3.4215 1.6085
C: 1.3971 4.7603 1.2713
C: 0.7667 5.7932 2.1617
O: -0.5914 6.0566 1.8644
O: -1.2661 4.8704 1.5037
C: 2.0396 5.1054 0.0933
C: 2.6215 4.1187 -0.6551
O: 3.2893 4.4786 -1.8303
C: 2.5442 4.2440 -2.8778
N: 1.8335 4.0220 -3.7323
H: -2.5066 -1.5899 2.7982
H: -2.3917 -2.4623 4.3213
H: -3.9563 -2.2991 3.4871
H: -1.4873 -5.2998 2.5787
H: -1.3430 -4.3054 4.0088
H: 0.4414 -3.1742 3.1059
H: -0.6410 -2.6221 1.8558
H: -0.0673 -4.3195 0.3738
H: 0.7727 -5.2854 1.6329
H: 2.6270 -3.7453 1.5978
H: 1.5712 -2.4538 1.0899
H: 1.3798 -3.6237 -1.2120
H: 2.7716 -4.5672 -0.6612
H: 3.3554 -1.8021 -0.1279
H: 4.1430 -2.8991 -1.2109
H: 2.9616 -2.3226 -3.0722
H: 1.6053 -1.6423 -2.2419
H: 4.3150 -0.3615 -1.8600
H: 3.6088 -0.2331 -3.4431
H: 2.1086 1.3339 -2.8576
H: 1.6673 0.4513 -1.3574
H: 3.9779 1.2673 -0.5074
H: 3.9941 2.3583 -1.8436
H: 2.3097 0.3255 0.5782
H: 2.3176 0.9537 2.2276
H: -0.0822 1.2556 2.2601
H: 0.3810 -0.3818 1.9207
H: -1.5157 1.0150 0.5212
H: -0.1398 1.4382 -0.4401
H: 0.2915 -1.1871 -0.4833
H: -1.3745 -1.2679 0.1171
H: -1.2122 -1.5778 -2.2823
H: -0.6253 0.0443 -2.5208
H: -3.0420 -0.0590 -0.8127
H: -2.8387 0.8399 -2.3156
H: -3.7862 -0.8846 -3.5958
H: -3.3353 -2.1471 -2.4504
H: -5.7176 -1.6774 -2.5646
H: -5.0869 -1.5048 -0.9447
H: -6.5935 1.4036 -0.5982
H: -4.8878 1.7730 -0.7875
H: -5.3959 0.3268 0.1085
H: 0.8526 3.1543 2.5243
H: 1.2748 6.7479 2.0784
H: 0.8902 5.4716 3.2004
H: -1.5866 4.4890 2.3371
H: 2.0909 6.1345 -0.2253

Atomic forces in eV per Å
0.24 0.43 -0.32
-0.18 -0.50 -0.06
0.26 0.63 0.63
0.10 -0.40 -0.32
0.33 0.83 0.09
-0.81 0.11 -0.20
0.64 0.38 0.43
-0.02 -0.55 -0.05
0.45 -0.16 -0.12
-0.38 -0.02 -0.32
0.90 -0.07 0.07
-0.05 -0.91 0.29
-0.08 0.56 -0.44
-0.08 -0.19 0.11
-0.21 0.40 0.22
0.12 0.00 -0.26
-0.05 -0.10 0.39
0.03 0.57 -0.37
-0.35 -0.55 0.09
0.39 -0.27 -0.25
-0.54 0.22 0.23
0.04 -0.28 -0.61
-0.01 -0.10 0.33
-0.15 0.24 -0.11
0.27 0.33 -0.23
0.01 -0.25 -0.12
0.14 -0.27 0.46
-0.01 0.47 -0.13
0.07 -0.59 -0.12
0.18 0.04 -0.20
-0.06 0.37 0.06
-0.13 -0.21 0.54
0.95 0.41 1.34
-1.12 -0.42 -1.66
0.05 0.08 0.01
-0.05 -0.16 0.17
-0.17 -0.14 0.04
-0.20 -0.08 -0.31
-0.02 -0.16 0.11
-0.01 -0.05 0.26
-0.05 0.25 -0.05
-0.19 -0.47 -0.06
-0.05 -0.27 -0.14
0.19 -0.06 0.00
0.08 0.22 0.06
-0.25 -0.18 0.05
-0.11 -0.25 -0.29
-0.17 0.21 0.10
0.25 0.17 0.01
-0.13 -0.16 -0.13
-0.15 0.19 0.09
0.09 0.08 0.11
0.14 0.15 -0.13
-0.51 0.05 0.04
-0.36 0.18 0.00
0.05 0.03 0.29
0.04 0.32 0.03
0.08 -0.16 -0.04
0.28 -0.14 0.03
0.08 0.10 0.18
-0.21 -0.22 0.01
-0.14 0.12 -0.02
0.04 0.06 -0.23
0.15 -0.19 0.08
0.12 -0.33 0.23
0.12 -0.08 -0.20
0.05 0.22 0.02
-0.04 0.18 0.19
-0.10 0.24 0.14
0.27 -0.01 -0.21
0.18 -0.08 0.00
-0.16 -0.08 0.01
0.00 0.24 0.25
-0.11 0.01 -0.03
0.18 0.03 0.02
0.07 -0.16 0.03
-0.01 -0.31 0.09
-0.04 0.21 -0.16
-0.15 -0.14 0.08
-0.08 0.34 0.12
0.08 0.04 -0.20


DFT (ωB97M-V/def2-TZVPD) results for a 2-piece molecular cluster, Br2ClHNP overall at a distorted geometry.

Results
- frontier orbital gap (alpha / beta) (eV) = 5.818 / 5.814
- energy (eV) = -163400.5983
- ΔE to the lowest compared entry with this formula, charge and spin (kcal per mole) = 54.23
- E_HOMO (alpha / beta) (eV) = -10.07 / -10.06

Atoms and positions in Å:
N: 0.2687 -0.8826 -0.4457
P: 0.9196 -0.0807 -1.6113
Cl: -0.3137 1.8914 -3.8357
Br: 1.4797 -1.6607 -2.9848
Br: 2.9230 1.1538 -1.3696
H: -0.0555 -0.2113 0.1935

Atomic forces in eV per Å
0.41 0.92 -1.83
1.56 -0.33 -1.53
0.75 -1.25 1.56
-0.01 0.55 -0.20
-1.93 -0.76 -0.09
-0.78 0.87 2.09


DFT (ωB97M-V/def2-TZVPD) results for C24H25AuClI2N2O2S as an isolated structure at a distorted geometry.

Results
- frontier orbital gap (alpha / beta) (eV) = 6.492 / 6.105
- energy (eV) = -75611.9405
- charge = +1
- ΔE to the lowest compared entry with this formula, charge and spin (kcal per mole) = 0.00
- E_HOMO (alpha / beta) (eV) = -9.38 / -10.57
- ⟨S²⟩ = 2.058
- spin multiplicity = 3

Atoms and positions in Å:
Au: 0.8835 0.8280 -0.6115
I: 2.0636 2.4207 6.1665
C: 2.2673 1.7517 4.1984
C: 2.3593 0.3750 3.9248
C: 2.4983 -0.0613 2.6110
I: 2.5668 -2.0776 2.1465
C: 2.5523 0.8580 1.5695
O: 2.7413 0.4175 0.2932
C: 2.4630 2.2450 1.8370
C: 2.4916 3.2285 0.6880
N: 1.2819 3.0820 -0.1583
C: 0.0370 3.5558 0.4864
C: -1.1597 2.9954 -0.2154
C: -2.3816 3.6887 -0.2357
C: -3.5181 3.0463 -0.7163
C: -3.3998 1.7310 -1.1940
C: -2.1605 1.1235 -1.2157
N: -1.0507 1.7342 -0.7290
C: 2.2984 2.6774 3.1487
H: 2.3020 -0.3209 4.7490
H: 3.3580 3.0508 0.0371
H: 2.5461 4.2568 1.0578
H: 1.4183 3.5524 -1.0553
H: -0.0003 4.6583 0.5172
H: 0.0448 3.2449 1.5389
H: -2.4230 4.6940 0.1593
H: -4.4716 3.5524 -0.7186
H: -4.2496 1.1712 -1.5577
H: -2.0126 0.1298 -1.6146
H: 2.2163 3.7267 3.3956
Cl: -6.9185 -3.7494 -0.7318
C: -5.4245 -3.0706 -0.3188
C: -5.2807 -2.3839 0.9128
C: -4.0752 -1.8129 1.2450
C: -2.9370 -1.9064 0.3707
C: -1.7357 -1.3334 0.7163
C: -3.1066 -2.6240 -0.8655
C: -4.3255 -3.1894 -1.1974
H: -6.1331 -2.3164 1.5633
H: -3.9535 -1.2776 2.1734
H: -0.8833 -1.4141 0.0707
H: -1.6443 -0.7818 1.6349
H: -2.2574 -2.7150 -1.5306
H: -4.4378 -3.7279 -2.1312
O: 0.5694 -1.0034 -1.8304
S: 1.4431 -1.9364 -2.6974
C: 3.0990 -1.1789 -2.8913
C: 4.0425 -2.3625 -2.7950
C: 3.6024 -3.1239 -1.5220
C: 2.0711 -3.2564 -1.5821
H: 3.2444 -0.4901 -2.0559
H: 3.1097 -0.6358 -3.8298
H: 5.0846 -2.0357 -2.7451
H: 3.9617 -2.9904 -3.6856
H: 3.9103 -2.5770 -0.6368
H: 4.0804 -4.0995 -1.4458
H: 1.5573 -3.1615 -0.6278
H: 1.7750 -4.1818 -2.0698

Atomic forces in eV per Å
0.60 0.61 0.49
0.00 -0.08 -0.16
0.01 -0.47 -0.57
-0.06 0.72 0.13
-0.21 0.34 0.61
-0.01 -0.13 0.19
0.48 -0.01 -1.50
-0.53 0.39 0.34
-0.14 0.04 0.18
0.15 -0.24 0.00
-0.25 -0.20 0.18
0.62 0.48 -0.22
-0.94 -0.74 -0.25
0.48 -0.75 -0.08
0.55 -0.63 -0.15
-0.01 0.50 0.12
0.64 0.56 0.29
-1.08 0.70 -0.09
0.15 -0.50 0.36
0.05 -0.14 -0.06
-0.22 -0.04 0.20
0.06 -0.06 0.10
-0.07 -0.12 0.26
-0.05 -0.30 -0.15
0.02 -0.24 -0.22
-0.02 0.02 -0.01
-0.07 0.00 0.00
-0.06 0.10 -0.01
-0.02 0.01 0.00
0.03 0.13 -0.17
-0.69 -0.33 -0.20
1.41 0.62 0.42
0.24 -0.26 -0.80
0.23 -0.20 -0.64
-0.97 -0.55 -0.29
0.21 0.20 0.16
-0.48 0.19 0.61
-0.03 0.22 0.38
-0.17 0.04 0.20
-0.06 0.03 0.16
0.33 -0.07 -0.16
0.12 0.08 0.24
0.01 -0.03 -0.05
-0.07 0.03 0.08
0.02 -0.29 -0.42
0.14 0.49 0.92
-0.38 -0.13 0.11
0.12 -0.24 0.30
0.08 0.01 -0.36
0.42 0.08 -0.51
-0.14 -0.01 0.09
0.05 0.01 -0.14
-0.15 0.02 0.08
-0.06 -0.07 0.04
-0.10 0.27 0.08
-0.08 -0.07 -0.13
-0.05 0.13 -0.03
-0.06 -0.12 0.07


DFT (ωB97M-V/def2-TZVPD) results for a 2-piece molecular cluster, C2H6N2O2 overall at a distorted geometry.

Results
- frontier orbital gap (alpha / beta) (eV) = 8.929 / 8.929
- energy (eV) = -9241.9677
- ΔE to the lowest compared entry with this formula, charge and spin (kcal per mole) = 123.37
- E_HOMO (alpha / beta) (eV) = -9.01 / -9.01
- SMILES = C=CON=O.N

Atoms and positions in Å:
C: -0.0918 -1.0597 0.5237
C: 0.9944 -0.9431 -0.2176
O: 1.9904 -0.1121 0.0622
N: 1.6288 1.0803 0.7745
O: 2.5496 1.4178 1.4278
H: -0.1512 -0.3341 1.3951
H: -0.9232 -1.7027 0.4659
H: 1.0041 -1.6463 -1.0590
N: -1.6151 0.8554 -0.6066
H: -1.2625 0.0701 -1.2895
H: -2.5655 0.6545 -0.4388
H: -1.5581 1.7199 -1.0376

Atomic forces in eV per Å
0.99 2.34 2.87
-2.75 -2.31 -0.37
1.83 0.56 -0.31
1.27 0.30 1.03
-1.36 -0.24 -1.07
-0.12 -1.13 -0.99
-0.52 -0.79 -0.76
1.22 0.72 -0.12
1.55 -3.61 -0.99
-0.92 2.39 1.70
-1.34 -0.19 0.20
0.16 1.97 -1.21